Record 1
Molecular formula: C45H50N3O4PS5SiYb
Method: DFT, the ωB97M-V functional and the def2-TZVPD basis

Properties
Multiplicity: 2
Gap between HOMO and LUMO (spin up / spin down) (eV): 6.1 / 6.1
E (eV): -163014.9425
Highest occupied orbital energy (spin up / spin down) (Ha): -0.159 / -0.159
Total charge: -1

XYZ file:
```
110
Properties=species:S:1:pos:R:3:forces:R:3
Yb -0.036 0.196 -0.885 -0.040 1.105 -1.607
N -0.757 3.315 -3.097 -0.128 -0.048 0.184
C -0.675 1.998 -3.282 0.209 0.378 -0.804
O -1.537 1.217 -2.823 0.177 -0.400 0.474
C 0.491 1.418 -4.019 0.215 -0.115 0.367
C 1.389 0.783 -2.910 0.098 0.131 0.031
H -1.430 3.695 -2.427 0.069 -0.089 -0.093
H 0.035 3.913 -3.280 0.049 -0.200 -0.108
H 1.021 2.174 -4.608 -0.096 0.000 -0.053
H 0.120 0.629 -4.681 -0.103 0.196 0.030
H 2.092 1.588 -2.638 -0.194 -0.319 0.097
H 2.013 0.034 -3.430 -0.191 0.009 0.375
O 0.156 -2.000 -1.730 0.953 1.098 1.384
S -0.781 -2.491 -2.761 -0.986 -1.965 -1.450
C 0.258 -3.740 -3.694 -0.391 0.818 0.513
C 1.194 -2.962 -4.551 0.133 0.158 -0.187
C 2.499 -2.699 -4.154 -0.052 -0.102 -0.038
C 3.325 -1.919 -4.947 0.079 -0.007 -0.011
C 2.853 -1.386 -6.134 0.062 0.010 -0.030
C 1.550 -1.636 -6.530 -0.070 0.042 -0.060
C 0.727 -2.413 -5.739 0.035 -0.071 -0.005
C -1.884 -3.742 -1.915 0.394 0.575 -0.215
C -1.110 -4.800 -1.229 0.048 -0.175 0.150
C -1.083 -6.105 -1.706 -0.001 0.090 0.027
C -0.326 -7.063 -1.056 0.000 -0.135 -0.042
C 0.405 -6.723 0.070 0.084 -0.051 0.042
C 0.381 -5.425 0.551 0.069 -0.036 0.088
C -0.376 -4.467 -0.095 -0.001 -0.029 -0.047
H -0.432 -4.350 -4.273 -0.063 -0.086 -0.004
H 0.775 -4.330 -2.943 -0.069 -0.094 0.093
H 2.865 -3.103 -3.222 0.028 -0.027 0.139
H 4.338 -1.716 -4.630 0.044 0.023 0.043
H 3.495 -0.772 -6.750 0.060 0.052 -0.008
H 1.168 -1.218 -7.450 -0.005 0.052 -0.077
H -0.293 -2.607 -6.034 -0.157 0.021 -0.105
H -2.550 -4.124 -2.684 -0.090 0.003 -0.150
H -2.431 -3.129 -1.205 -0.066 0.045 -0.078
H -1.661 -6.365 -2.583 -0.037 -0.046 -0.095
H -0.301 -8.077 -1.424 -0.027 -0.125 -0.063
H 0.995 -7.472 0.575 0.080 -0.112 0.067
H 0.943 -5.151 1.431 0.091 0.050 0.076
H -0.387 -3.456 0.273 -0.076 0.122 0.106
C 4.524 0.477 -0.910 0.022 -0.572 0.194
O 4.288 1.826 -1.230 -0.025 0.159 -0.064
C 3.233 2.451 -0.667 0.201 0.387 -0.578
S 2.969 3.990 -1.204 -0.023 0.240 -0.092
S 2.310 1.652 0.507 -0.846 -0.980 0.318
H 5.372 0.171 -1.520 0.015 0.020 0.003
H 3.646 -0.140 -1.141 0.169 0.064 -0.021
H 4.751 0.365 0.154 0.012 -0.078 -0.108
C -4.438 -2.193 0.419 0.185 -0.113 0.012
N -4.630 -1.374 -0.756 -0.185 0.159 0.083
C -3.621 -0.730 -1.400 -0.475 -0.089 -0.299
N -3.989 0.059 -2.439 0.148 0.297 -0.045
O -2.434 -0.945 -1.130 0.548 0.265 0.465
H -4.596 -3.250 0.185 0.024 0.014 0.106
H -5.131 -1.895 1.205 0.050 -0.003 0.025
H -3.416 -2.057 0.776 -0.060 -0.028 0.051
H -5.580 -1.153 -1.010 0.217 0.031 -0.081
H -4.908 0.472 -2.439 0.077 -0.056 0.064
H -3.222 0.659 -2.752 -0.063 0.045 -0.025
S -2.203 5.439 -0.915 -0.067 0.214 -0.095
P -1.398 4.298 0.472 0.311 0.395 0.565
S -1.478 2.327 0.099 -0.030 -0.582 0.057
C -2.237 4.502 2.101 -0.054 -0.249 -0.417
C -2.831 3.425 2.739 0.054 -0.019 -0.121
C -3.377 3.581 3.999 -0.128 0.018 0.192
C -3.332 4.814 4.626 -0.082 -0.055 0.100
C -2.757 5.898 3.980 0.026 0.134 0.049
C -2.212 5.745 2.720 -0.004 0.062 -0.078
C 0.254 4.890 1.003 -0.441 -0.226 -0.209
C 0.779 6.094 0.562 -0.112 -0.037 -0.051
C 1.948 6.571 1.126 0.050 0.161 -0.003
C 2.595 5.842 2.108 0.104 0.043 0.040
C 2.072 4.633 2.537 0.038 -0.009 0.107
C 0.894 4.161 1.995 -0.082 0.013 -0.103
H -2.838 2.461 2.248 0.014 -0.039 0.056
H -3.819 2.730 4.495 -0.033 -0.042 0.064
H -3.736 4.931 5.623 -0.049 0.013 0.054
H -2.722 6.861 4.470 0.004 0.073 0.020
H -1.756 6.586 2.213 0.038 0.038 0.000
H 0.276 6.650 -0.219 -0.082 -0.020 -0.018
H 2.358 7.515 0.794 0.055 0.047 -0.050
H 3.517 6.213 2.534 0.057 0.015 0.029
H 2.582 4.055 3.293 0.080 -0.065 0.070
H 0.466 3.225 2.325 0.023 -0.028 0.054
C -0.796 1.593 5.554 -0.031 0.026 0.145
C 0.351 1.662 4.781 0.107 0.110 0.133
C 0.478 0.871 3.654 0.079 -0.026 -0.085
C -0.535 0.000 3.263 -0.033 -0.049 -0.662
C -1.679 -0.051 4.052 -0.083 -0.172 -0.149
C -1.810 0.725 5.189 -0.095 0.036 0.228
Si -0.356 -1.026 1.637 0.131 -1.017 1.848
C 1.116 -2.181 2.192 -0.374 0.387 -0.382
C 1.025 -3.063 3.265 -0.077 0.022 0.090
C 2.085 -3.877 3.625 -0.034 -0.096 0.168
C 3.274 -3.820 2.916 0.171 -0.064 -0.022
C 3.393 -2.939 1.853 0.203 -0.166 -0.007
C 2.320 -2.140 1.500 -0.044 0.119 -0.237
H -0.898 2.210 6.437 -0.005 0.058 0.041
H 1.148 2.339 5.060 0.058 0.051 0.005
H 1.381 0.933 3.060 0.122 0.054 -0.047
H -2.479 -0.723 3.766 -0.102 -0.058 0.017
H -2.706 0.651 5.794 -0.043 0.025 0.019
H -1.461 -2.063 2.000 0.151 0.416 -0.461
H 0.105 -3.107 3.832 -0.140 -0.022 0.081
H 1.989 -4.554 4.467 -0.005 -0.012 -0.001
H 4.103 -4.459 3.189 0.061 -0.018 0.035
H 4.321 -2.877 1.300 0.067 -0.008 -0.040
H 2.419 -1.457 0.661 0.105 0.045 0.010
```
Forces are in eV/Å.

Atom charges from the Mulliken analysis, given in e for atoms 1 to 5: Yb -0.34; N -0.10; C -0.11; O -0.56; C -0.18

***

Record 2
Molecular formula: C45H50N3O5PtSTe2
Method: DFT, the ωB97M-V functional and the def2-TZVPD basis

Properties
Multiplicity: 2
Gap between HOMO and LUMO (spin up / spin down) (eV): 5.1 / 5.1
E (eV): -90834.8778
Highest occupied orbital energy (spin up / spin down) (Ha): -0.439 / -0.438
Total charge: +2
Energy above the lowest of the compared OMol25 structures with the same formula, charge and spin (kcal per mole): 68.17

XYZ file:
```
107
Properties=species:S:1:pos:R:3:forces:R:3
Pt 1.740 0.094 0.408 2.380 -0.492 -0.831
C 4.941 0.121 1.209 0.008 -0.100 -0.073
C 4.279 -1.027 1.941 0.022 0.071 0.110
N 3.161 -1.601 1.196 -0.768 -0.195 0.099
C 3.446 -2.581 0.144 0.125 0.067 -0.157
C 4.052 -2.011 -1.137 -0.140 0.141 0.066
S 3.187 -0.556 -1.817 0.000 -0.047 -0.078
C 4.451 0.740 -1.741 -0.169 -0.066 0.071
C 4.286 1.712 -0.582 0.053 0.098 -0.143
N 3.928 1.063 0.691 -0.991 -0.121 0.124
H 5.624 0.611 1.905 0.043 0.138 -0.079
H 5.547 -0.243 0.383 -0.030 0.049 -0.037
H 5.032 -1.781 2.190 -0.024 -0.028 0.046
H 3.863 -0.634 2.870 0.008 -0.131 0.060
H 2.544 -2.060 1.859 -0.037 -0.009 0.007
H 4.129 -3.353 0.511 -0.018 -0.057 0.034
H 2.497 -3.055 -0.101 -0.047 -0.051 0.072
H 5.099 -1.746 -1.012 0.023 -0.038 -0.058
H 3.992 -2.778 -1.906 0.103 -0.072 -0.004
H 5.420 0.243 -1.748 0.041 0.066 -0.025
H 4.364 1.297 -2.673 0.103 -0.002 -0.008
H 5.219 2.278 -0.497 -0.022 0.061 0.138
H 3.487 2.418 -0.810 -0.006 0.026 0.021
H 3.787 1.800 1.371 0.207 0.102 0.063
C -1.871 -1.337 -9.102 -0.099 0.016 0.101
C -1.499 -1.258 -7.646 0.042 0.074 -0.020
C -0.821 -0.152 -7.137 0.099 -0.124 -0.071
C -0.433 -0.074 -5.805 0.040 0.368 0.185
C 0.329 1.139 -5.306 -0.357 -0.212 -0.017
C -0.792 -1.136 -4.985 -0.862 -1.232 1.029
Te -0.184 -0.948 -2.866 0.003 0.247 0.279
N 0.290 -0.900 -0.582 -0.293 0.007 1.684
C -0.481 -1.899 -0.311 0.757 0.531 1.060
O -1.233 -2.334 -1.289 0.558 0.664 -2.304
C -0.590 -2.637 0.989 -0.279 -0.354 -0.460
C -1.244 -3.872 0.970 0.017 0.064 0.058
C -1.425 -4.587 2.146 0.002 0.012 -0.104
C -0.958 -4.077 3.348 0.014 -0.001 -0.002
C -0.282 -2.863 3.369 -0.019 -0.008 0.023
C -0.095 -2.150 2.196 -0.026 -0.065 -0.125
C -1.508 0.633 -2.536 -0.084 -0.006 -0.027
C -2.828 0.393 -2.914 0.128 -0.093 -0.064
C -3.796 1.352 -2.671 -0.043 0.023 0.071
C -3.442 2.530 -2.029 0.063 -0.023 -0.009
C -2.124 2.753 -1.649 -0.108 0.075 0.016
C -1.126 1.822 -1.907 0.025 0.024 -0.067
C 0.291 2.120 -1.531 -0.138 -0.190 0.125
C -1.446 -2.278 -5.438 -0.230 0.123 -0.203
C -1.807 -3.446 -4.557 0.034 0.205 -0.096
C -1.805 -2.305 -6.782 0.064 -0.133 -0.048
H -1.497 -0.478 -9.656 -0.015 -0.034 0.008
H -2.957 -1.374 -9.217 0.051 0.013 -0.015
H -1.466 -2.245 -9.553 0.003 0.044 0.011
H -0.572 0.675 -7.794 0.050 -0.071 -0.006
H 0.913 1.585 -6.109 0.024 -0.052 0.020
H 1.018 0.862 -4.501 0.128 0.156 -0.025
H -0.360 1.897 -4.925 0.066 -0.009 0.052
H -1.606 -4.261 0.028 -0.058 -0.002 0.062
H -1.936 -5.541 2.116 0.008 0.032 0.028
H -1.124 -4.619 4.270 0.027 -0.006 -0.029
H 0.078 -2.456 4.306 -0.016 0.014 -0.031
H 0.402 -1.197 2.237 0.041 0.240 0.026
H -3.095 -0.544 -3.390 -0.029 0.079 -0.049
H -4.820 1.178 -2.978 0.033 -0.012 0.029
H -4.192 3.285 -1.833 0.036 -0.033 0.014
H -1.863 3.674 -1.140 0.000 -0.035 -0.083
H 0.425 3.175 -1.295 0.039 -0.032 -0.002
H 0.995 1.835 -2.317 0.022 0.049 0.004
H 0.528 1.526 -0.623 -0.072 0.379 -0.227
H -1.474 -3.303 -3.525 -0.061 -0.090 -0.034
H -1.363 -4.365 -4.938 0.033 0.003 0.033
H -2.888 -3.593 -4.542 0.012 0.006 0.074
H -2.338 -3.172 -7.160 0.071 0.044 -0.028
C 2.754 2.382 3.822 -0.008 -0.184 0.183
Te 1.296 2.325 2.246 -0.917 -0.220 0.199
C 0.149 3.616 3.515 -0.019 0.288 -0.058
C 0.917 3.787 4.796 0.033 -0.035 -0.014
C 0.373 4.525 5.846 -0.048 0.032 -0.006
C 1.096 4.723 7.008 0.005 -0.040 0.006
C 2.375 4.188 7.133 -0.055 -0.034 0.003
C 2.911 3.439 6.101 0.032 0.006 0.012
C 2.180 3.228 4.933 0.013 0.000 -0.003
H 3.676 2.825 3.432 -0.046 -0.033 -0.111
H 2.981 1.378 4.182 -0.030 -0.067 -0.070
H -0.847 3.210 3.666 0.042 -0.124 -0.097
H 0.054 4.560 2.975 0.025 -0.004 -0.019
H -0.623 4.943 5.748 0.070 -0.004 0.005
H 0.661 5.290 7.822 0.032 0.001 -0.035
H 2.942 4.343 8.042 -0.009 0.008 -0.046
H 3.906 3.018 6.198 -0.063 -0.004 0.012
O -0.188 0.811 3.457 0.238 0.312 -0.356
C -1.096 0.904 2.563 -0.018 -0.013 -0.011
O -0.900 1.562 1.503 0.058 0.018 0.108
C -2.412 0.262 2.795 0.127 0.003 -0.056
C -2.964 0.316 4.063 -0.047 -0.018 0.127
C -4.239 -0.203 4.315 -0.016 -0.037 0.138
C -4.873 -0.817 3.266 -0.108 -0.135 0.006
O -6.082 -1.437 3.261 0.034 0.082 -0.020
C -6.264 -1.979 1.949 0.052 -0.011 0.054
O -5.144 -1.565 1.159 0.050 0.092 0.023
C -4.304 -0.890 2.001 -0.169 -0.192 -0.148
C -3.089 -0.340 1.720 0.104 0.146 -0.146
H -2.399 0.784 4.859 -0.056 -0.030 0.008
H -4.702 -0.137 5.291 0.055 -0.025 -0.046
H -7.187 -1.604 1.515 -0.008 0.189 -0.008
H -6.299 -3.066 2.003 0.129 -0.081 0.062
H -2.661 -0.363 0.725 -0.040 0.031 0.041
```
Forces are in eV/Å.

Atom charges from the Mulliken analysis, given in e for atoms 1 to 5: Pt 2.15; C -0.63; C -0.88; N -0.31; C -0.80